Entry 1:
Formula: C4H9N3
Source: the OMol25 dataset
Level of theory: ωB97M-V/def2-TZVPD

Last column: Löwdin charge in e.
Atoms and positions in Å:
H (-3.46004, -1.09549, -1.59049)  0.052
N (-2.44968, -1.09875, -1.43941)  0.068
C (-2.03450, -0.44810, -0.45071)  -0.154
C (-0.33232, -0.41475, -0.21866)  -0.275
C (0.41124, -1.09413, -1.06677)  0.036
C (-0.14643, 0.30149, 1.02116)  -0.155
N (1.46020, 0.58709, 1.29602)  -0.142
N (1.94493, 1.62407, 0.47631)  -0.060
H (-2.66144, 0.19920, 0.18444)  0.101
H (1.47410, -1.24014, -0.94778)  0.055
H (-0.08780, -1.59390, -1.88610)  0.054
H (-0.56247, 1.30815, 0.99706)  0.105
H (-0.47406, -0.26282, 1.89559)  0.112
H (1.96666, -0.28421, 1.12276)  0.075
H (2.36298, 1.31160, -0.39885)  0.065
H (2.58862, 2.20071, 1.00544)  0.063

Summary:
- Net charge: 0
- Structure (SMILES): [H]/N=C/C(=C)CNN
- Spin multiplicity: 1
- Lowest unoccupied orbital energy: 1.06 eV

Entry 2:
Formula: C6H16
Source: the OMol25 dataset
Level of theory: ωB97M-V/def2-TZVPD

Last column: Löwdin charge in e.
Atoms and positions in Å:
C (1.89384, 0.50045, 0.85750)  -0.125
C (1.25471, 0.27393, 2.23780)  -0.281
C (0.09191, -0.77535, 2.34951)  -0.125
H (0.98153, 0.61143, 0.22368)  0.036
H (2.38567, 1.46985, 0.76147)  0.062
H (2.67019, -0.17720, 0.48282)  0.071
H (0.58737, 1.11818, 2.34377)  0.089
H (2.01913, -0.03452, 2.97330)  0.104
H (0.37789, -1.80892, 2.59269)  0.063
H (-0.56997, -0.89732, 1.47149)  0.047
H (-0.54770, -0.46789, 3.16077)  0.055
C (-0.27330, -0.82561, -2.40881)  -0.112
C (-1.59274, -0.06026, -2.15285)  -0.276
C (-1.35449, 0.81934, -0.87388)  -0.143
H (-0.35867, -1.91118, -2.13938)  0.083
H (0.60644, -0.44535, -1.93955)  0.041
H (-0.15550, -0.73135, -3.49988)  0.066
H (-1.68692, 0.72010, -2.89691)  0.083
H (-2.56818, -0.50960, -1.96390)  0.099
H (-0.63570, 1.59799, -1.04383)  0.062
H (-2.23079, 1.44504, -0.64970)  0.068
H (-1.23583, 0.14542, -0.03494)  0.034

Summary:
- Net charge: 0
- Structure (SMILES): CCC.CCC
- Spin multiplicity: 1
- Lowest unoccupied orbital energy: 1.11 eV

Entry 3:
Formula: C25H24Br2N2O4Se2Te2Ti
Source: the OMol25 dataset
Level of theory: ωB97M-V/def2-TZVPD

Last column: Löwdin charge in e.
Atoms and positions in Å:
Ti (-0.50775, 2.50178, -0.87254)  0.301
Se (0.14751, 3.00206, -3.27478)  -0.102
Te (0.43447, 5.48305, -3.13227)  0.105
Te (-1.50426, 6.16053, -1.27084)  0.113
Se (-2.57423, 3.91575, -1.13377)  -0.088
C (3.21373, 3.20674, -1.24636)  -0.084
O (2.28762, 2.13623, -1.12576)  -0.196
C (2.77411, 0.87706, -1.24054)  -0.218
C (4.11549, 0.54486, -1.19768)  -0.052
C (4.46624, -0.79586, -1.31831)  -0.672
Br (6.31101, -1.25389, -1.28948)  0.716
C (3.53012, -1.78871, -1.43867)  -0.078
C (2.16472, -1.46174, -1.45310)  -0.052
C (1.80459, -0.12217, -1.39901)  -0.153
O (0.51551, 0.32342, -1.47466)  -0.015
C (1.20795, -2.57630, -1.50506)  -0.243
N (1.56233, -3.79471, -1.84011)  0.162
C (0.42002, -4.55495, -1.73347)  -0.232
C (0.21414, -5.91893, -1.94729)  -0.028
C (-1.05627, -6.41732, -1.73959)  -0.114
C (-2.11696, -5.59277, -1.32995)  -0.107
C (-1.93452, -4.24106, -1.11367)  -0.017
C (-0.65157, -3.74659, -1.32044)  -0.179
N (-0.12260, -2.48668, -1.18030)  0.162
H (3.88540, 3.24541, -0.38563)  0.088
H (2.62029, 4.11602, -1.29266)  0.040
H (3.78901, 3.10904, -2.16927)  0.107
H (4.88097, 1.29300, -1.06864)  0.102
H (3.80451, -2.82962, -1.51313)  0.103
H (-0.08647, -0.35790, -1.80001)  0.111
H (1.03234, -6.55155, -2.26553)  0.104
H (-1.24800, -7.47239, -1.89101)  0.091
H (-3.09665, -6.02844, -1.18206)  0.093
H (-2.74012, -3.58658, -0.80626)  0.103
H (-0.68189, -1.70714, -0.83093)  0.020
C (2.33441, 2.71111, 2.02859)  -0.090
C (0.80477, 2.71554, 2.07663)  -0.478
C (0.31117, 1.27303, 2.21664)  -0.075
C (0.14827, 3.47466, 0.89143)  -0.272
H (2.74880, 2.39788, 2.99066)  0.075
H (2.72135, 3.70538, 1.79597)  0.074
H (2.69251, 2.01184, 1.27234)  0.060
H (0.52505, 3.23120, 3.00469)  0.119
H (0.56966, 0.69327, 1.32346)  0.073
H (-0.77101, 1.23766, 2.34738)  0.065
H (0.77213, 0.78041, 3.07803)  0.080
H (0.78418, 4.33309, 0.63321)  0.040
H (-0.77801, 3.92171, 1.26919)  0.019
Br (-4.66475, -2.72887, 3.73604)  0.708
C (-4.19761, -1.07991, 2.89884)  -0.668
C (-4.72174, 0.09604, 3.40983)  -0.125
C (-4.37050, 1.29623, 2.80478)  -0.056
C (-3.51708, 1.31030, 1.71578)  -0.008
C (-3.00925, 0.11556, 1.20981)  -0.118
C (-3.35101, -1.09353, 1.81085)  -0.054
C (-2.11076, 0.11492, 0.02686)  -0.457
O (-1.76969, -0.93888, -0.52437)  0.038
O (-1.65600, 1.26270, -0.33286)  -0.240
H (-5.39407, 0.07137, 4.25567)  0.097
H (-4.76811, 2.22615, 3.18965)  0.110
H (-3.24949, 2.24538, 1.23739)  0.082
H (-2.94401, -2.01386, 1.41629)  0.109

Summary:
- Net charge: -1
- Expectation value of S²: 0.757
- Spin multiplicity: 2
- Lowest unoccupied orbital energy (alpha / beta): 2.03 / 1.92 eV

Entry 4:
Formula: C8H10N2O4
Source: the OMol25 dataset
Level of theory: ωB97M-V/def2-TZVPD

Last column: Löwdin charge in e.
Atoms and positions in Å:
C (1.71275, -2.29165, 3.42623)  0.068
C (1.14189, -1.04709, 3.66828)  -0.145
C (1.27512, 0.10294, 2.82836)  -0.190
O (-0.03842, 0.35346, 2.29476)  0.002
C (-0.16197, 0.39443, 0.96458)  -0.448
O (0.63854, 0.97530, 0.20210)  0.091
C (-1.31960, -0.30055, 0.48632)  0.046
C (-1.82885, -0.47182, -0.79250)  0.101
C (-1.63947, 0.21918, -2.08602)  -0.450
O (-2.33797, 0.05686, -3.01582)  0.118
N (-0.63776, 1.14255, -2.29711)  0.174
C (-0.02202, 1.52788, -3.40872)  -0.594
N (-0.25077, 1.04126, -4.68375)  0.173
O (0.63607, 2.52937, -3.23186)  0.058
H (1.75646, -3.06572, 4.16558)  0.048
H (2.16043, -2.56878, 2.52032)  0.038
H (0.78320, -0.93791, 4.66747)  0.092
H (1.55171, 1.07691, 3.41701)  0.170
H (2.01538, -0.09315, 2.02806)  0.135
H (-1.67789, -0.86862, 1.24515)  0.082
H (-2.64092, -1.22726, -0.70302)  0.133
H (-0.13469, 1.32830, -1.46555)  0.094
H (0.07096, 1.66742, -5.45096)  0.133
H (-1.05219, 0.45672, -4.77890)  0.069

Summary:
- Net charge: 0
- Structure (SMILES): C=CCOC(=O)/C=C\C(=O)NC(N)=O
- Spin multiplicity: 1
- Lowest unoccupied orbital energy: -1.25 eV

Entry 5:
Formula: C7H35NO11
Source: the OMol25 dataset
Level of theory: ωB97M-V/def2-TZVPD

Last column: Löwdin charge in e.
Atoms and positions in Å:
C (0.60847, -3.92814, 1.83945)  -0.001
C (1.56211, -3.42888, 1.04224)  -0.176
C (1.85623, -1.98123, 1.04494)  -0.128
C (2.41951, -1.33306, -0.01197)  -0.074
C (2.24464, 0.13488, 0.08567)  -0.203
C (2.70837, 0.80215, -1.22012)  -0.228
C (2.76371, 2.32731, -1.25136)  -0.284
N (1.40716, 2.87496, -1.19120)  0.005
H (0.13277, -3.41940, 2.66942)  0.060
H (0.17120, -4.90601, 1.61451)  0.063
H (2.23925, -4.00210, 0.46511)  0.090
H (1.79228, -1.63291, 2.03946)  0.102
H (2.66883, -1.95848, -0.85174)  0.112
H (2.87108, 0.61938, 0.81129)  0.106
H (1.21420, 0.39104, 0.31908)  0.104
H (3.73175, 0.56252, -1.50339)  0.110
H (2.13432, 0.48471, -2.11368)  0.102
H (3.32802, 2.65762, -0.30831)  0.120
H (3.48861, 2.65626, -2.02303)  0.112
H (1.52052, 3.68184, -0.57569)  0.064
H (1.05525, 3.20192, -2.09053)  0.086
O (0.48923, 3.44552, 1.62981)  -0.080
H (0.37600, 2.96856, 0.76670)  0.036
H (0.11612, 2.81675, 2.25783)  0.025
O (-1.26898, 0.93824, 3.25441)  -0.101
H (-0.90241, 0.01757, 3.18583)  0.039
H (-1.31758, 0.89985, 2.27947)  -0.009
O (-0.41967, -2.35553, -3.25517)  -0.061
H (-0.26468, -1.43177, -3.01667)  0.000
H (-0.96335, -2.43661, -4.03595)  0.051
O (-2.90215, -3.52666, 0.89375)  -0.078
H (-2.48384, -3.71278, 0.02876)  -0.019
H (-3.84838, -3.64981, 0.91864)  0.042
O (-4.58928, 1.43072, -2.52107)  -0.068
H (-4.23509, 2.11697, -3.10010)  0.031
H (-3.99895, 1.60737, -1.77932)  -0.011
O (3.25491, 3.14604, 2.29548)  -0.062
H (2.75274, 2.52807, 2.82687)  0.026
H (2.75812, 3.96502, 2.30846)  0.021
O (-2.35376, 0.98159, -0.62728)  -0.061
H (-2.03129, 0.08772, -0.48289)  0.041
H (-2.11911, 1.54659, 0.12567)  -0.009
O (-1.71943, -1.26299, 1.67349)  -0.069
H (-1.34101, -2.04737, 1.23495)  0.022
H (-2.58923, -1.54613, 1.95991)  0.048
O (-0.48323, 0.36581, -2.56724)  -0.050
H (-1.30637, 0.74225, -2.23836)  0.020
H (0.24830, 0.82549, -2.14886)  0.002
O (-1.73199, -3.83597, -1.41119)  -0.073
H (-1.23705, -2.98416, -1.57826)  0.060
H (-1.49968, -4.38945, -2.16139)  0.059
O (-1.93458, 2.72267, 1.27165)  -0.061
H (-1.53066, 3.51495, 1.63403)  0.059
H (-2.84194, 2.70713, 1.58788)  0.088

Summary:
- Net charge: 0
- Structure (SMILES): C=C/C=C/CCCN.O.O.O.O.O.O.O.O.O.O.O
- Spin multiplicity: 1
- Lowest unoccupied orbital energy: 0.24 eV

Entry 6:
Formula: C4H4N2
Source: the OMol25 dataset
Level of theory: ωB97M-V/def2-TZVPD

Last column: Löwdin charge in e.
Atoms and positions in Å:
C (-0.78618, -0.68491, -0.07179)  0.046
C (0.46906, 0.03975, 0.23946)  -0.375
C (1.66558, -0.68769, -0.20102)  -0.193
N (2.58800, -1.29203, -0.54762)  0.162
C (0.16259, 1.49410, -0.24356)  -0.088
N (-0.94469, 1.89062, 0.03909)  0.068
H (-1.55510, 1.07825, 0.46717)  0.100
H (-0.70459, -1.77061, -0.13420)  0.072
H (-1.47560, -0.27031, -0.79552)  0.063
H (0.60895, 0.30742, 1.29081)  0.145

Summary:
- Net charge: 0
- Spin multiplicity: 1
- Lowest unoccupied orbital energy (alpha / beta): -1.23 / -1.37 eV

Entry 7:
Formula: C34H31KN10PS3SbSe4
Source: the OMol25 dataset
Level of theory: ωB97M-V/def2-TZVPD

Last column: Löwdin charge in e.
Atoms and positions in Å:
K (-0.45534, -0.21067, -0.69718)  0.287
N (1.27265, 1.04218, -3.28759)  0.164
C (2.53266, 0.84638, -2.74535)  -0.195
C (3.55008, -0.05423, -3.03882)  -0.021
C (4.68956, 0.02195, -2.26280)  -0.100
C (4.81171, 0.96385, -1.22341)  -0.117
C (3.79186, 1.84592, -0.92948)  -0.045
C (2.62785, 1.77617, -1.69803)  -0.241
N (1.44454, 2.48233, -1.59011)  0.175
C (0.68603, 2.02798, -2.54758)  -0.349
C (-0.71020, 2.42369, -2.76351)  -0.411
C (-1.30478, 2.65651, -3.96306)  -0.405
S (-2.98325, 2.83451, -3.73825)  0.996
C (-2.77430, 2.61809, -2.05373)  -0.451
N (-1.55037, 2.42238, -1.67698)  0.005
H (0.69435, 0.32796, -3.76062)  0.038
H (3.43104, -0.80835, -3.80576)  0.115
H (5.49585, -0.67960, -2.43703)  0.095
H (5.71710, 0.97944, -0.62869)  0.091
H (3.87829, 2.56129, -0.12012)  0.099
H (-0.85220, 2.64501, -4.93941)  0.080
H (-3.61585, 2.61365, -1.37814)  0.084
N (0.83493, -3.10348, -3.29786)  0.066
C (1.48338, -3.13301, -2.11822)  -0.723
N (1.75269, -2.08968, -1.37562)  0.067
C (2.48852, -2.45382, -0.27489)  -0.368
C (2.80174, -3.76678, -0.15866)  -0.383
S (2.14926, -4.63309, -1.50146)  1.004
C (2.84105, -1.42914, 0.70704)  -0.330
C (4.01590, -1.35166, 1.37999)  -0.365
S (3.99270, -0.00638, 2.45772)  0.994
C (2.39272, 0.36984, 1.89396)  -0.731
N (1.93018, -0.43404, 1.00049)  0.098
N (1.66186, 1.40253, 2.46537)  0.097
H (0.29276, -2.24529, -3.44860)  -0.059
H (0.24944, -3.91054, -3.53516)  -0.037
H (3.27375, -4.26136, 0.67296)  0.058
H (4.88940, -1.96753, 1.25282)  0.073
H (2.11450, 2.30230, 2.38282)  0.071
H (0.73202, 1.43276, 2.05632)  0.046
C (-2.81988, -1.52260, 2.79366)  -0.306
P (-1.19072, -0.71038, 2.94027)  0.909
C (-1.31171, -0.14969, 4.70605)  -0.305
C (-0.07046, -2.13907, 3.19418)  -0.384
C (-0.32356, -3.38046, 2.61451)  -0.117
C (0.59899, -4.41308, 2.72958)  -0.079
C (1.78002, -4.22524, 3.43060)  -0.113
C (2.04306, -2.99184, 4.01297)  -0.109
C (1.12796, -1.95842, 3.88954)  -0.134
H (-2.97314, -2.25709, 3.58712)  0.045
H (-2.89364, -2.00703, 1.81467)  -0.044
H (-3.59333, -0.75472, 2.84850)  0.037
H (-1.58365, -0.97336, 5.36912)  0.041
H (-2.07747, 0.62616, 4.77576)  0.019
H (-0.35821, 0.26829, 5.03586)  0.000
H (-1.22187, -3.54550, 2.03003)  0.010
H (0.39460, -5.35589, 2.23816)  0.109
H (2.50227, -5.02970, 3.50895)  0.093
H (2.97215, -2.82608, 4.54604)  0.094
H (1.36407, -0.99208, 4.32383)  0.083
N (3.04906, 5.48200, 9.07644)  0.143
C (2.53448, 5.23327, 8.07865)  -0.192
C (1.89373, 4.92394, 6.83302)  -0.240
C (1.25345, 3.69642, 6.66027)  -0.011
C (0.63776, 3.40277, 5.45902)  0.011
C (0.63939, 4.34201, 4.43107)  -0.189
C (1.27909, 5.56580, 4.60006)  0.001
C (1.91118, 5.85390, 5.79511)  -0.025
N (-0.00525, 4.04892, 3.21962)  -0.040
C (0.39785, 4.39836, 1.93817)  -0.074
C (-0.50699, 3.83081, 1.09771)  -0.133
N (-1.47683, 3.16927, 1.81919)  0.093
C (-1.15009, 3.30846, 3.06782)  -0.177
H (1.25602, 2.97062, 7.46164)  0.123
H (0.17677, 2.43643, 5.29817)  0.096
H (1.26430, 6.29104, 3.79777)  0.116
H (2.41006, 6.80298, 5.93468)  0.118
H (1.30265, 4.95106, 1.75523)  0.115
H (-0.50192, 3.81401, 0.02124)  0.071
H (-1.69951, 2.93258, 3.91532)  0.118
Se (-2.15809, -4.69481, -4.13327)  -0.298
Sb (-2.76235, -2.70959, -2.80786)  -0.350
Se (-1.57638, -0.67268, -3.75366)  -0.072
Se (-5.13319, -2.14678, -2.73966)  -0.376
Se (-1.80428, -3.03431, -0.51828)  -0.145

Summary:
- Net charge: -2
- Spin multiplicity: 1
- Lowest unoccupied orbital energy: 2.61 eV

Entry 8:
Formula: C4H7NO
Source: the OMol25 dataset
Level of theory: ωB97M-V/def2-TZVPD

Last column: Löwdin charge in e.
Atoms and positions in Å:
O (0.93320, -1.51259, 1.31495)  -0.047
C (-0.01340, -1.35088, 0.26861)  -0.200
C (-0.07310, 0.08763, -0.01041)  -0.449
C (-0.96807, 1.10622, 0.50002)  -0.067
N (-0.94873, 0.76843, -0.95669)  0.057
C (0.53530, 0.86152, -1.07838)  -0.078
H (1.79885, -1.26894, 0.95996)  0.093
H (0.20727, -1.89951, -0.66211)  0.130
H (-0.99584, -1.70123, 0.60066)  0.131
H (-0.58288, 2.07319, 0.82341)  0.105
H (-1.85367, 0.73967, 1.01839)  0.113
H (0.93550, 0.28476, -1.91234)  0.110
H (1.02557, 1.81173, -0.86606)  0.103

Summary:
- Net charge: 0
- Structure (SMILES): OCC12CN1C2
- Spin multiplicity: 1
- Lowest unoccupied orbital energy: 0.83 eV

Quick rundown of max |F|, same order as above: 5.3, 3.5, 4.9, 5.5, 4.1, 1.5, 0.7, 0.8 eV/Å
Quick rundown of energy relative to the best compared isomer or geometry (same formula, charge and spin), same order as above: 83.0, 35.2, 24.6, 44.9, 30.5, 118.4, 17.0, 75.0 kcal/mol